No. 1
Entry from the OMol25 dataset: a molecular structure, C7H18IrN5O2 (the ωB97M-V functional and the def2-TZVPD basis).

Output
Expectation value of S² = 6.01
HOMO energy (alpha / beta) = -15.0 / -16.5 eV
DFT total energy = -21915.7304 eV
Multiplicity = 5
Kohn-Sham gap (alpha / beta) = 0.317 / 0.228 Eh
Charge = +2

```
33
C7H18IrN5O2, DFT the ωB97M-V functional and the def2-TZVPD basis
Ir -0.6988 -0.4248 -0.6505
C 1.0942 2.0326 -1.3111
C 1.8746 0.7478 -1.6427
N 1.5573 -0.3486 -0.7002
C 2.1723 -0.2073 0.6421
C 1.2389 -0.6895 1.7375
N -0.1571 -0.2342 1.5398
C -0.4921 1.1502 1.9428
C 0.0563 2.1814 0.9703
N -0.1114 1.7846 -0.4650
H 1.7323 2.7538 -0.8054
H 0.7766 2.4958 -2.2428
H 1.6126 0.3992 -2.6392
H 2.9434 0.9645 -1.6471
H 1.8368 -1.2297 -1.1180
H 3.0930 -0.7876 0.6960
H 2.4575 0.8324 0.7811
H 1.2138 -1.7793 1.7373
H 1.6187 -0.3677 2.7096
H -0.7631 -0.8710 2.0454
H -1.5786 1.2178 1.9897
H -0.1090 1.3692 2.9416
H -0.4431 3.1325 1.1471
H 1.1131 2.3467 1.1545
H -0.8782 2.3173 -0.8536
N -2.8406 -1.2137 -1.3725
N -3.0572 -2.5159 -0.8650
C -1.9351 -3.1564 -0.4920
O -2.0595 -4.4614 -0.5294
O -0.9183 -2.5785 -0.1363
H -3.5389 -0.6012 -0.9612
H -2.9699 -1.2049 -2.3824
H -3.8404 -3.0541 -1.2204
```


No. 2
Entry from the OMol25 dataset: a molecular structure, C7H6O (the ωB97M-V functional and the def2-TZVPD basis).

Output
HOMO energy = -8.5 eV
DFT total energy = -9395.6380 eV
Kohn-Sham gap = 0.304 Eh
Energy above the lowest of the compared OMol25 structures with the same formula, charge and spin = 151.8 kcal per mole

```
14
C7H6O, DFT the ωB97M-V functional and the def2-TZVPD basis
C -1.5578 -0.0504 -3.0286
C -1.3119 0.1664 -1.7170
C -0.7537 0.1154 -0.3859
C -0.9310 -0.2239 1.0445
C 0.4777 -0.5378 1.4763
C 1.2268 0.5352 0.9899
C 0.8100 -0.1004 -0.3868
H -1.9917 -0.2082 -3.9630
H -1.8547 -0.0278 1.7339
H 0.3180 -0.7513 2.5693
H 2.2947 0.6817 1.1493
H 0.6964 1.6216 1.1531
H 1.6356 0.1451 -1.1277
O 0.9415 -1.3657 0.4927
```


No. 3
Entry from the OMol25 dataset: C3H4BrNS in the gas phase (the ωB97M-V functional and the def2-TZVPD basis).

Output
HOMO energy (alpha / beta) = -9.2 / -8.2 eV
DFT total energy = -85539.5139 eV
Kohn-Sham gap (alpha / beta) = 0.305 / 0.228 Eh
Energy above the lowest of the compared OMol25 structures with the same formula, charge and spin = 83.3 kcal per mole

```
10
C3H4BrNS, DFT the ωB97M-V functional and the def2-TZVPD basis
C 0.8135 0.1265 -1.7861
C 0.0797 0.6122 0.4587
C -0.8414 -0.6843 0.8050
N 0.6387 0.7663 -0.7721
S -0.0179 -2.2247 0.7210
Br 1.7280 0.7039 -3.2562
H -0.5631 1.5707 0.6266
H 0.9529 0.4606 1.1632
H -1.1184 -0.5803 1.9573
H -1.6720 -0.7509 0.0827
```


No. 4
Entry from the OMol25 dataset: 9 unconnected molecules or ions with the total composition H18O9 (the ωB97M-V functional and the def2-TZVPD basis).

Output
HOMO energy = -10.4 eV
DFT total energy = -18720.4882 eV
Kohn-Sham gap = 0.385 Eh
Energy above the lowest of the compared OMol25 structures with the same formula, charge and spin = 38.0 kcal per mole
Structure (SMILES) = O.O.O.O.O.O.O.O.O

```
27
H18O9, DFT the ωB97M-V functional and the def2-TZVPD basis
O 1.2537 -3.0564 0.7419
H 1.7353 -2.3937 1.2505
H 1.2557 -3.8490 1.2853
O 1.6528 1.9871 -1.3531
H 1.2216 2.7868 -1.0391
H 1.3706 1.2999 -0.7333
O -2.4414 0.7470 1.4832
H -2.2131 0.2029 2.2444
H -3.2817 0.4035 1.1621
O 0.0422 0.1137 0.1951
H -0.7367 0.5256 0.5891
H -0.2905 -0.6923 -0.2435
O 2.5971 -0.1989 1.2318
H 2.9916 0.6778 1.2400
H 1.6584 -0.0578 1.0226
O -1.1750 -2.1495 -0.6708
H -1.5743 -2.4510 -1.4920
H -0.3765 -2.6879 -0.5657
O 3.2930 -1.4469 -1.2889
H 3.6253 -2.3366 -1.1456
H 2.8926 -1.1957 -0.4433
O -2.0648 0.8715 -2.1030
H -2.4969 1.6355 -2.4944
H -1.5306 1.2378 -1.3913
O -2.1926 3.3876 0.5712
H -2.9096 3.9955 0.7671
H -2.3061 2.6437 1.1799
```


No. 5
Entry from the OMol25 dataset: C6H6O in the gas phase (the ωB97M-V functional and the def2-TZVPD basis).

Output
HOMO energy (alpha / beta) = -7.5 / -7.6 eV
DFT total energy = -8358.6822 eV
Kohn-Sham gap (alpha / beta) = 0.241 / 0.246 Eh
Energy above the lowest of the compared OMol25 structures with the same formula, charge and spin = 180.4 kcal per mole

```
13
C6H6O, DFT the ωB97M-V functional and the def2-TZVPD basis
O 0.2595 -0.0165 1.9401
C 0.4492 -1.0490 0.2409
C -0.6781 -0.8906 -0.7519
C -1.2685 0.4498 -0.7669
C -1.7528 1.5538 -0.7294
C 1.2919 -0.0077 0.6671
C 2.2656 0.7726 0.5162
H -0.3761 0.6882 1.7101
H 0.7138 -2.0896 0.4665
H -1.4435 -1.6500 -0.5493
H -0.2810 -1.1398 -1.7541
H -2.1741 2.5352 -0.7109
H 2.9941 0.8436 -0.2783
```


No. 6
Entry from the OMol25 dataset: 2 unconnected molecules or ions with the total composition C3H4NO3 (the ωB97M-V functional and the def2-TZVPD basis).

Output
HOMO energy = -15.2 eV
DFT total energy = -10798.9213 eV
Kohn-Sham gap = 0.354 Eh
Energy above the lowest of the compared OMol25 structures with the same formula, charge and spin = 25.9 kcal per mole
Charge = +1

```
11
C3H4NO3, DFT the ωB97M-V functional and the def2-TZVPD basis
C 1.6180 -0.8947 -0.3118
C 1.8649 0.5813 -0.0171
C -2.7114 0.3922 0.0515
N -1.6010 0.0231 0.5040
O 0.5447 -1.2913 0.0721
O -3.6416 1.0067 -0.1789
O 0.8181 1.2353 -0.0544
H 2.3312 -1.4801 -0.9812
H 2.8647 0.9527 -0.1011
H -1.4951 -0.9147 0.8662
H -0.5925 0.3895 0.1507
```